(1)
Below is a molecular structure, C36H26BrCaCl5F5N5SSe, with properties calculated with ωB97M-V/def2-TZVPD.

```
! wB97M-V def2-TZVPD RIJCOSX def2/J DEFGRID3
* xyz -2 1
Ca -0.06 0.79 0.01
Cl -2.03 -2.70 -0.26
C -2.83 -1.36 -1.09
C -2.17 -0.14 -1.17
C -2.93 0.86 -1.76
Cl -2.24 2.46 -1.83
C -4.22 0.69 -2.26
Cl -5.10 1.99 -3.00
C -4.83 -0.56 -2.14
Cl -6.45 -0.81 -2.71
C -4.13 -1.60 -1.54
Cl -4.90 -3.14 -1.32
Br 0.04 -3.45 -4.79
C 0.70 -3.09 -3.05
C 1.34 -4.09 -2.33
C 1.80 -3.77 -1.07
C 1.59 -2.48 -0.58
N 0.97 -1.54 -1.28
C 0.53 -1.84 -2.50
H 1.48 -5.07 -2.75
H 2.32 -4.50 -0.46
H 1.93 -2.19 0.40
H 0.05 -1.04 -3.05
N -1.27 -0.06 1.93
S -1.51 -1.41 2.67
C -1.39 -1.12 4.43
C -0.23 -1.54 5.06
C -0.01 -1.20 6.39
C -0.95 -0.46 7.08
C -2.12 -0.03 6.44
C -2.34 -0.36 5.11
C -3.27 -1.82 2.58
C -4.05 -1.12 1.67
C -5.37 -1.49 1.49
C -5.91 -2.55 2.21
C -5.12 -3.24 3.12
C -3.79 -2.89 3.30
H -1.71 0.74 2.39
H 0.52 -2.09 4.51
H 0.92 -1.50 6.86
H -0.78 -0.19 8.11
H -2.84 0.56 6.97
H -3.23 -0.02 4.60
H -3.59 -0.33 1.09
H -5.98 -0.96 0.77
H -6.94 -2.84 2.06
H -5.53 -4.07 3.68
H -3.17 -3.43 4.00
F -1.81 2.82 2.12
C -0.68 2.95 1.24
F -0.99 4.11 0.52
C 0.40 3.43 2.21
F 1.57 3.61 1.55
F 0.15 4.60 2.85
F 0.63 2.51 3.17
N 3.22 -2.32 4.73
C 3.26 -1.58 3.84
N 3.42 -0.75 2.85
C 2.52 -0.29 2.06
N 1.76 0.16 1.29
C 6.65 3.22 -5.25
C 5.32 2.80 -4.67
C 4.62 1.72 -5.18
C 3.39 1.33 -4.66
C 2.69 0.14 -5.26
C 2.81 2.05 -3.59
Se 1.06 1.59 -2.99
C 3.54 3.12 -3.04
C 3.03 3.92 -1.88
C 4.76 3.48 -3.59
H 6.94 2.57 -6.08
H 7.45 3.19 -4.50
H 6.60 4.25 -5.64
H 5.04 1.16 -6.01
H 3.32 -0.34 -6.01
H 1.74 0.43 -5.71
H 2.44 -0.58 -4.48
H 2.19 3.42 -1.39
H 2.67 4.91 -2.20
H 3.82 4.08 -1.14
H 5.30 4.31 -3.15
*
```

Summary:
**Relative energy (zero: lowest compared OMol25 entry of this formula, charge and spin)**: 12.5 kcal per mole
**Kohn-Sham gap**: 0.201 hartree

(2)
Below is a molecular structure, C36H26BrN5O5STa, with properties calculated with ωB97M-V/def2-TZVPD.

```
! wB97M-V def2-TZVPD RIJCOSX def2/J DEFGRID3
* xyz -1 1
Ta 0.55 -1.74 -0.45
N -2.42 -2.50 2.85
C -1.59 -2.67 1.79
S 0.13 -2.46 2.07
N -2.10 -3.07 0.66
N -1.09 -3.25 -0.28
C -1.23 -4.25 -1.07
C -0.16 -4.77 -1.89
C -0.44 -5.72 -2.86
C 0.57 -6.38 -3.54
C 1.89 -6.11 -3.20
C 2.20 -5.19 -2.22
C 1.19 -4.47 -1.57
O 1.52 -3.57 -0.67
H -2.10 -1.84 3.54
H -3.39 -2.42 2.61
H -2.16 -4.80 -1.01
H -1.48 -5.95 -3.08
H 0.33 -7.10 -4.31
H 2.69 -6.63 -3.71
H 3.23 -4.98 -1.95
C 3.61 0.93 3.47
C 3.66 0.26 2.13
C 4.79 0.27 1.32
C 4.76 -0.32 0.07
C 3.58 -0.93 -0.34
Br 3.50 -1.68 -2.06
N 2.49 -0.95 0.42
C 2.53 -0.37 1.63
H 4.61 0.98 3.92
H 2.95 0.39 4.15
H 3.23 1.95 3.38
H 5.69 0.76 1.66
H 5.61 -0.31 -0.59
H 1.60 -0.40 2.18
O 2.05 4.75 -3.61
C 1.25 3.90 -4.04
O 0.47 3.92 -5.00
C 1.19 2.60 -3.19
C 1.69 2.56 -1.90
C 1.59 1.40 -1.15
N 1.07 0.27 -1.64
C 0.58 0.31 -2.89
C 0.61 1.43 -3.68
C -0.01 -0.99 -3.33
O -0.40 -1.22 -4.45
O -0.03 -1.88 -2.35
H 2.13 3.46 -1.49
H 1.92 1.38 -0.12
H 0.17 1.42 -4.67
C -0.61 -0.27 0.30
C -1.31 0.70 0.70
C -2.00 1.75 1.17
C -2.11 2.99 0.37
C -1.86 2.95 -1.00
C -1.86 4.11 -1.76
C -2.12 5.34 -1.15
C -2.38 5.38 0.21
C -2.37 4.22 0.97
C -2.60 1.64 2.52
C -1.92 0.96 3.53
C -2.48 0.79 4.78
C -3.74 1.30 5.06
C -4.43 1.98 4.07
C -3.87 2.15 2.81
H -1.64 2.00 -1.47
H -1.63 4.06 -2.81
H -2.11 6.24 -1.74
H -2.57 6.33 0.69
H -2.54 4.29 2.03
H -0.94 0.55 3.31
H -1.93 0.26 5.55
H -4.18 1.17 6.04
H -5.42 2.38 4.26
H -4.42 2.67 2.04
*
```

Summary:
**Relative energy (zero: lowest compared OMol25 entry of this formula, charge and spin)**: 13.8 kcal per mole
**Kohn-Sham gap**: 0.199 hartree

(3)
Below is a molecular structure, C36H26N3PPd, with properties calculated with ωB97M-V/def2-TZVPD.

```
! wB97M-V def2-TZVPD RIJCOSX def2/J DEFGRID3
* xyz 0 1
Pd 1.00 -0.24 -1.14
C 4.99 -2.87 -1.89
C 3.84 -2.10 -2.16
N 3.32 -1.26 -1.30
C 3.90 -1.10 -0.09
C 5.06 -1.83 0.28
C 5.59 -2.73 -0.67
C 5.65 -1.63 1.55
C 5.09 -0.73 2.41
C 3.93 -0.01 2.07
C 3.29 -0.18 0.85
N 2.22 0.55 0.38
C 1.31 1.20 1.17
C 0.99 0.99 2.49
C -0.19 1.40 3.26
C -1.27 2.10 2.87
C -1.30 2.62 1.48
C -2.06 3.85 1.01
C -1.33 3.44 -1.61
C 0.10 2.93 -1.84
N 0.87 2.27 -1.06
C 0.42 2.11 0.29
H 5.38 -3.55 -2.63
H 3.34 -2.20 -3.11
H 6.47 -3.30 -0.41
H 6.54 -2.19 1.81
H 5.54 -0.55 3.37
H 3.55 0.72 2.77
H 1.60 0.28 3.02
H -0.18 1.02 4.27
H -2.09 2.27 3.56
H -2.96 4.26 1.45
H -1.58 4.04 -2.48
H 0.42 2.99 -2.88
C -5.80 -2.00 -2.71
C -5.68 -1.06 -1.69
C -4.43 -0.60 -1.31
C -3.29 -1.08 -1.95
C -3.41 -2.01 -2.98
C -4.67 -2.47 -3.35
P -1.62 -0.54 -1.46
C -1.78 1.16 -0.79
C -2.01 2.10 -1.72
C -1.68 4.28 -0.39
C -0.73 4.57 0.70
C 0.02 3.32 1.14
C -1.03 1.45 0.45
C -1.12 -1.64 -0.12
C -1.88 -2.52 0.65
C -1.24 -3.35 1.55
C 0.14 -3.30 1.68
C 0.91 -2.43 0.91
C 0.27 -1.60 0.00
H -6.78 -2.35 -3.00
H -6.56 -0.69 -1.19
H -4.33 0.13 -0.52
H -2.53 -2.37 -3.49
H -4.76 -3.20 -4.15
H -2.41 1.82 -2.69
H -2.26 5.15 -0.67
H -0.42 5.58 0.95
H 0.70 3.52 1.96
H -0.92 0.52 1.01
H -2.95 -2.56 0.52
H -1.82 -4.04 2.16
H 0.64 -3.95 2.39
H 1.99 -2.42 1.03
*
```

Summary:
**Relative energy (zero: lowest compared OMol25 entry of this formula, charge and spin)**: 171.8 kcal per mole
**Kohn-Sham gap**: 0.235 hartree

(4)
Below is a molecular structure, C36H27BrN7O5RbSe, with properties calculated with ωB97M-V/def2-TZVPD.

```
! wB97M-V def2-TZVPD RIJCOSX def2/J DEFGRID3
* xyz -2 1
Rb -1.05 -0.52 -0.21
C -4.03 1.02 3.27
C -2.66 0.39 3.22
C -1.52 1.17 3.13
C -0.25 0.60 3.04
C 0.97 1.45 2.84
C -0.16 -0.79 3.07
C -1.29 -1.60 3.18
C -1.17 -3.10 3.15
C -2.54 -0.99 3.24
H -4.69 0.55 2.53
H -3.98 2.09 3.06
H -4.49 0.89 4.25
H -1.61 2.25 3.09
H 1.21 2.02 3.74
H 0.81 2.17 2.03
H 1.84 0.84 2.58
H 0.81 -1.27 2.95
H -1.43 -3.46 2.15
H -1.85 -3.56 3.86
H -0.15 -3.41 3.40
H -3.42 -1.61 3.24
O -7.58 -3.40 -2.99
C -7.73 -2.26 -2.51
O -8.77 -1.56 -2.44
C -6.53 -1.70 -1.72
C -6.60 -0.45 -1.11
C -5.51 0.02 -0.40
N -4.37 -0.66 -0.24
C -4.30 -1.86 -0.83
C -5.34 -2.40 -1.58
C -2.97 -2.58 -0.63
O -2.15 -2.49 -1.58
O -2.76 -3.08 0.49
H -7.52 0.12 -1.20
H -5.56 0.99 0.08
H -5.24 -3.36 -2.06
Br 7.26 1.66 2.59
C 7.04 0.89 0.86
C 6.13 1.45 -0.02
C 5.96 0.88 -1.27
C 6.70 -0.24 -1.65
C 7.63 -0.75 -0.76
C 7.80 -0.20 0.50
N 6.70 -0.77 -2.97
N 5.65 -0.87 -3.66
C 4.36 -0.80 -3.18
C 3.43 -0.30 -4.10
C 2.15 0.06 -3.77
C 1.66 -0.10 -2.43
O 0.55 0.30 -2.05
C 2.56 -0.84 -1.50
N 2.03 -1.19 -0.31
C 2.74 -1.93 0.50
C 4.01 -2.41 0.19
C 4.58 -2.04 -1.00
C 3.87 -1.19 -1.88
H 5.54 2.31 0.27
H 5.23 1.30 -1.95
H 8.23 -1.60 -1.07
H 8.52 -0.62 1.20
H 3.79 -0.14 -5.11
H 1.47 0.48 -4.49
H 2.27 -2.20 1.45
H 4.54 -3.06 0.88
H 5.55 -2.41 -1.29
Se 0.79 5.09 -1.49
N -0.88 5.27 -2.06
C -1.59 4.39 -1.39
C -3.00 4.17 -1.54
C -3.56 3.21 -0.79
C -2.75 2.44 0.13
N -1.48 2.60 0.32
C -0.87 3.57 -0.44
N 0.42 3.80 -0.34
H -3.56 4.76 -2.26
H -4.61 2.96 -0.87
H -3.24 1.64 0.69
*
```

Summary:
**Relative energy (zero: lowest compared OMol25 entry of this formula, charge and spin)**: 27.1 kcal per mole
**Kohn-Sham gap**: 0.189 hartree

(5)
Below is a molecular structure, C36H27MnN4O3S, with properties calculated with ωB97M-V/def2-TZVPD.

```
! wB97M-V def2-TZVPD RIJCOSX def2/J DEFGRID3
* xyz 1 4
Mn 0.86 -0.88 0.51
C -1.43 -4.05 -1.47
O -0.16 -4.42 -0.90
C 0.33 -3.28 -0.37
N -0.26 -2.16 -0.68
C -1.29 -2.56 -1.72
C -2.64 -1.79 -1.73
C -2.80 -0.73 -0.86
C -4.04 0.00 -0.95
C -5.02 -0.33 -1.86
C -4.80 -1.40 -2.73
C -3.63 -2.12 -2.66
C 1.51 -3.40 0.53
C 2.49 -4.39 0.61
C 3.63 -4.08 1.34
C 3.86 -2.81 1.91
C 2.87 -1.88 1.80
N 1.69 -2.28 1.25
C 2.86 -0.36 2.03
N 1.93 0.48 1.64
C 2.39 1.81 2.08
C 3.83 1.56 2.54
O 3.92 0.12 2.66
C 2.30 2.90 1.04
C 2.64 4.20 1.40
C 2.59 5.23 0.48
C 2.18 4.97 -0.83
C 1.83 3.68 -1.19
C 1.88 2.65 -0.26
H -2.22 -4.29 -0.76
H -1.59 -4.62 -2.39
H -0.82 -2.38 -2.69
H -2.03 -0.47 -0.11
H -4.26 0.87 -0.24
H -5.94 0.24 -1.91
H -5.56 -1.66 -3.46
H -3.47 -2.93 -3.36
H 2.40 -5.33 0.09
H 4.41 -4.83 1.42
H 4.81 -2.57 2.37
H 1.76 2.10 2.93
H 4.03 2.01 3.51
H 4.57 1.90 1.83
H 2.96 4.42 2.42
H 2.87 6.23 0.77
H 2.14 5.77 -1.55
H 1.50 3.47 -2.20
H 1.60 1.66 -0.55
S -2.75 1.70 -0.25
C -2.74 1.45 1.45
C -3.65 1.90 2.40
C -3.43 1.57 3.72
C -2.33 0.80 4.10
C -1.42 0.35 3.16
C -1.61 0.67 1.82
N -0.80 0.26 0.77
C -1.26 0.74 -0.38
C -0.58 0.51 -1.62
C -0.98 1.01 -2.88
C -0.24 0.69 -3.98
C 0.90 -0.13 -3.85
C 1.28 -0.62 -2.62
C 0.54 -0.29 -1.48
H -4.51 2.50 2.11
H -4.13 1.91 4.48
H -2.18 0.55 5.14
H -0.57 -0.26 3.45
H -1.86 1.63 -2.99
H -0.53 1.06 -4.96
H 1.48 -0.38 -4.73
H 2.15 -1.25 -2.52
O 2.53 -0.60 -0.07
*
```

Summary:
**Relative energy (zero: lowest compared OMol25 entry of this formula, charge and spin)**: 134.7 kcal per mole
**Kohn-Sham gap (spin up / spin down)**: 0.241 / 0.224 hartree

(6)
Below is a molecular structure, C36H28BF5N6OSc, with properties calculated with ωB97M-V/def2-TZVPD.

```
! wB97M-V def2-TZVPD RIJCOSX def2/J DEFGRID3
* xyz 1 1
Sc 0.08 -0.28 -0.17
C -1.33 4.94 -0.56
C -0.33 3.85 -0.50
C 1.05 3.97 -0.51
C 1.55 2.66 -0.47
N 0.51 1.79 -0.44
N -0.63 2.54 -0.45
B -2.03 1.92 -0.50
N -2.31 1.11 0.78
N -1.59 0.00 1.13
C -2.14 -0.48 2.27
C -3.22 0.34 2.63
C -3.30 1.33 1.67
C -4.29 2.43 1.57
C -1.66 -1.63 3.01
C -2.22 -1.93 4.26
C -1.74 -2.97 5.02
C -0.66 -3.72 4.57
C -0.12 -3.47 3.32
C -0.64 -2.46 2.54
N -2.10 0.97 -1.71
N -1.29 -0.12 -1.86
C -1.64 -0.71 -3.03
C -2.68 0.03 -3.61
C -2.95 1.07 -2.75
C -3.97 2.14 -2.91
C -1.03 -1.90 -3.60
C -1.50 -2.39 -4.82
C -0.96 -3.52 -5.40
C 0.07 -4.19 -4.76
C 0.55 -3.73 -3.55
C 0.01 -2.59 -2.97
C 2.95 2.28 -0.39
C 3.92 3.27 -0.20
C 5.24 2.93 -0.01
C 5.64 1.61 -0.03
C 4.71 0.62 -0.30
C 3.38 0.95 -0.48
H -0.82 5.90 -0.55
H -1.93 4.87 -1.46
H -2.01 4.90 0.29
H 1.61 4.88 -0.55
H -2.84 2.76 -0.61
H -3.87 0.24 3.47
H -4.96 2.38 2.42
H -3.80 3.40 1.55
H -4.87 2.34 0.66
H -3.04 -1.35 4.63
H -2.20 -3.20 5.97
H -0.25 -4.50 5.20
H 0.69 -4.08 2.96
H -0.27 -2.32 1.52
H -3.19 -0.17 -4.52
H -4.51 1.98 -3.84
H -4.68 2.13 -2.09
H -3.52 3.12 -2.94
H -2.30 -1.89 -5.34
H -1.34 -3.87 -6.34
H 0.50 -5.08 -5.21
H 1.36 -4.25 -3.05
H 0.39 -2.24 -2.01
H 3.63 4.30 -0.19
H 5.97 3.71 0.14
H 6.67 1.35 0.14
H 5.03 -0.41 -0.38
H 2.65 0.17 -0.75
F 5.07 -1.86 4.01
C 4.16 -1.83 3.04
C 3.20 -0.82 3.02
F 3.14 0.11 3.96
C 2.30 -0.82 1.97
F 1.32 0.16 1.83
C 2.27 -1.79 0.95
O 1.38 -1.68 -0.01
C 3.23 -2.82 1.03
F 3.23 -3.79 0.11
C 4.17 -2.82 2.05
F 5.10 -3.77 2.10
*
```

Summary:
**Kohn-Sham gap**: 0.296 hartree

Short version: electronic energy = -10512.89951, -5066.84460, -2020.73224, -7147.20280, -3381.44262, -3077.37142 a.u., in the order given.